Density functional theory data (ωB97M-V/def2-TZVPD) for C26H38Ge2NORhSbSe4 as an isolated structure.

Geometry (Å):
Rh1 0.5513 0.0535 -0.4853
C1 4.3157 -2.3150 -0.4076
N1 2.8834 -2.7054 -0.3725
C2 2.6812 -4.0736 -0.9156
C3 2.2834 -2.5862 1.0056
C4 2.4564 -1.2067 1.5652
C5 3.2990 -1.0941 2.6698
C6 3.6142 0.1342 3.2288
C7 3.1093 1.2859 2.6536
C8 2.2464 1.1836 1.5728
C9 1.8659 -0.0494 1.0292
H1 4.6538 -2.3382 -1.4407
H2 4.8763 -3.0353 0.1852
H3 4.4232 -1.3172 0.0129
H4 2.3342 -2.0497 -0.9769
H5 3.1196 -4.7814 -0.2165
H6 3.1731 -4.1459 -1.8821
H7 1.6147 -4.2496 -1.0119
H8 2.8157 -3.3112 1.6212
H9 1.2397 -2.8922 0.9320
H10 3.7276 -1.9911 3.0963
H11 4.2653 0.1862 4.0893
H12 3.3636 2.2577 3.0497
H13 1.8567 2.1048 1.1587
C10 1.8948 1.3206 -3.3032
C11 0.5129 0.8011 -3.5977
O1 -0.2964 0.9873 -2.4097
H14 2.5567 1.1108 -4.1400
H15 2.3306 0.8372 -2.4119
H16 1.8907 2.3954 -3.1303
H17 0.5167 -0.2602 -3.8657
H18 0.0533 1.3642 -4.4125
H19 -1.1992 0.6943 -2.5971
Se1 -4.2117 -2.6860 -0.1337
Sb1 -1.8575 -3.2213 0.4285
Se2 -1.1208 -2.8045 2.6599
Se3 -1.3877 -5.6084 -0.0548
Se4 -0.4798 -1.9438 -1.3099
C12 -2.3927 4.9492 0.1752
Ge1 -1.0212 3.9417 -0.7583
C13 -1.4056 3.8446 -2.6563
C14 0.8289 4.4808 -0.4464
Ge2 -0.9397 1.5536 0.6603
C15 -2.8180 1.0504 0.4518
C16 -3.6796 1.6019 -0.4926
C17 -5.0333 1.2946 -0.4850
C18 -5.5433 0.4427 0.4801
C19 -4.6956 -0.1128 1.4290
C20 -3.3385 0.1787 1.4113
C21 -0.5952 2.1595 2.4773
C22 -0.5606 1.1569 3.4480
C23 -0.4361 1.4906 4.7870
C24 -0.3225 2.8189 5.1671
C25 -0.3210 3.8164 4.2057
C26 -0.4564 3.4892 2.8638
H20 -2.1108 5.9957 0.0356
H21 -2.4594 4.7385 1.2369
H22 -3.3601 4.7730 -0.2881
H23 -1.7548 4.8445 -2.9192
H24 -2.1847 3.1382 -2.9225
H25 -0.5039 3.6212 -3.2168
H26 1.1268 5.0525 -1.3263
H27 1.5090 3.6385 -0.3417
H28 0.9040 5.1091 0.4365
H29 -3.3114 2.2795 -1.2514
H30 -5.6905 1.7342 -1.2212
H31 -6.6005 0.2258 0.5056
H32 -5.0926 -0.7471 2.2088
H33 -2.7088 -0.2534 2.1730
H34 -0.6109 0.1114 3.1670
H35 -0.4213 0.7091 5.5348
H36 -0.2258 3.0752 6.2119
H37 -0.2134 4.8513 4.4995
H38 -0.4355 4.2833 2.1351

Computed properties:
Relative energy (zero: lowest compared OMol25 entry of this formula, charge and spin) in eV: 1.5945
Orbital gap (spin up / spin down) in eV: 6.6 / 4.7
Total charge: +2
2S+1: 6
DFT total energy in eV: -415061.4806

Here are the Löwdin charges for atoms 1 to 2, given in e:
1 Rh 0.522
2 C 0.025

Density functional theory data (ωB97M-V/def2-TZVPD) for one molecule with the formula C4H4FNO.

Geometry (Å):
C1 1.1083 1.0654 -0.0206
C2 2.3905 0.9504 0.1636
C3 1.6787 -1.9200 -0.0783
C4 0.0926 -0.0636 -0.0646
N1 0.4752 -1.4962 0.1172
O1 2.3655 -2.9196 -0.1675
F1 3.3819 1.8375 0.1239
H1 0.6707 1.9626 -0.2816
H2 -0.6164 0.2253 0.6026
H3 -0.4235 0.1006 -1.0014
H4 -0.2314 -2.0274 -0.2274

Computed properties:
Relative energy (zero: lowest compared OMol25 entry of this formula, charge and spin) in eV: 4.9492
Orbital gap (spin up / spin down) in eV: 7.4 / 9.5
Total charge: 0
DFT total energy in eV: -10462.6065

Here are the Löwdin charges for atoms 1 to 2, given in e:
1 C -0.122
2 C -0.051

Density functional theory data (ωB97M-V/def2-TZVPD) for a 2-piece molecular cluster, C16H24ClF2N2O7 overall.

Geometry (Å):
C1 4.4510 -2.7981 -0.7551
C2 3.1737 -3.4465 -0.2411
Cl1 2.3229 -2.4450 0.9432
C3 2.2582 -3.9370 -1.4089
N1 0.9491 -3.2625 -1.5364
C4 -0.0630 -3.7465 -0.9398
C5 -1.2793 -2.9745 -1.2519
N2 -2.1822 -2.5848 -0.1403
C6 -2.2336 -3.5566 0.9169
O1 -2.1939 -3.2463 2.0741
F1 -2.3241 -4.8267 0.5438
C7 -3.4633 -2.2803 -0.6413
O2 -3.7090 -1.3444 -1.3553
F2 -4.3986 -3.1274 -0.2566
C8 -0.8807 -1.8909 -2.2886
C9 0.6450 -2.0733 -2.3543
C10 1.5759 -0.8492 -2.2906
C11 0.9392 0.3997 -1.6903
C12 0.8024 0.3564 -0.1736
C13 -0.0210 1.4994 0.3659
O3 0.4849 2.5116 0.7509
O4 -1.3784 1.3211 0.3446
H1 4.3208 -1.7567 -1.0046
H2 5.2204 -2.9131 -0.0075
H3 4.8123 -3.3379 -1.6205
H4 3.4859 -4.3366 0.2800
H5 2.0459 -4.9778 -1.2324
H6 2.7969 -3.8011 -2.3310
H7 0.0286 -4.6113 -0.3119
H8 -1.8731 -3.6942 -1.8360
H9 -1.3148 -2.1306 -3.2383
H10 -1.2480 -0.9714 -1.8596
H11 0.7969 -2.4337 -3.3695
H12 2.4509 -1.1084 -1.7056
H13 1.9027 -0.5933 -3.2858
H14 -0.0117 0.6371 -2.1501
H15 1.6061 1.2206 -1.9227
H16 1.7857 0.3822 0.2705
H17 0.3415 -0.5821 0.1372
H18 -1.5825 0.5842 0.9305
C14 -2.0272 8.3806 4.0798
O5 -2.2755 7.5364 2.9541
C15 -1.5909 6.3950 2.9658
O6 -0.8180 6.0454 3.8170
O7 -1.9106 5.7085 1.8727
C16 -1.2385 4.4487 1.7542
H19 -2.6409 9.2664 3.9469
H20 -2.3131 7.8829 5.0042
H21 -0.9799 8.6735 4.1172
H22 -1.4960 3.8014 2.5920
H23 -0.1676 4.5935 1.7027
H24 -1.5818 3.9934 0.8354

Computed properties:
Orbital gap in eV: 7.0
Total charge: +1
DFT total energy in eV: -52243.9702

Here are the Löwdin charges for atoms 1 to 2, given in e:
1 C -0.100
2 C -0.685

Density functional theory data (ωB97M-V/def2-TZVPD) for CH6N2O2S as an isolated structure.

Geometry (Å):
C1 -1.5443 -0.8757 -0.0981
N1 1.9819 0.9491 0.2916
N2 1.2660 0.6682 -0.8690
O1 -0.4980 0.9769 1.4472
O2 -1.6220 1.6932 -0.6579
S1 -0.7735 0.7501 0.0640
H1 -2.4740 -0.8803 0.5987
H2 -1.8809 -0.9729 -1.2354
H3 -0.7967 -1.6915 0.1673
H4 1.6786 0.2923 0.9832
H5 2.2083 1.8338 0.6653
H6 1.2663 1.5436 -1.4483

Computed properties:
Relative energy (zero: lowest compared OMol25 entry of this formula, charge and spin) in eV: 2.4942
Orbital gap (spin up / spin down) in eV: 8.4 / 8.4
Total charge: 0
DFT total energy in eV: -19041.4032

Here are the Löwdin charges for atoms 1 to 2, given in e:
1 C -0.200
2 N -0.095